{"formula": "C43H22BrF15GeHoN2O2S3", "method": "ωB97M-V/def2-TZVPD", "symbols": ["C", "C", "C", "F", "C", "H", "C", "C", "C", "C", "F", "C", "C", "H", "F", "F", "C", "H", "C", "F", "H", "H", "S", "C", "F", "H", "C", "H", "C", "C", "F", "C", "F", "C", "H", "C", "H", "C", "H", "C", "C", "C", "C", "H", "Ge", "H", "C", "C", "C", "C", "C", "F", "C", "C", "F", "C", "N", "H", "H", "N", "C", "H", "O", "C", "F", "F", "C", "H", "C", "F", "C", "C", "H", "Br", "H", "Ho", "C", "H", "H", "F", "S", "C", "S", "H", "C", "O", "H", "C", "C", "F"], "positions_angstrom": [[7.7729, -17.8748, -9.2375], [14.6082, -21.1735, -5.5646], [10.0878, -14.8351, -3.4489], [7.1713, -25.1163, -8.5153], [13.7864, -21.3876, -6.6622], [7.6985, -23.2792, -3.1662], [9.1379, -23.0718, 0.4193], [6.8899, -22.8287, -8.0797], [7.5910, -24.0169, -1.1984], [8.1260, -23.1834, -2.1574], [5.5606, -22.9134, -7.9596], [9.0945, -22.3044, -1.8400], [9.0760, -23.7136, -8.4807], [17.0607, -23.3436, -6.2841], [13.4511, -19.7663, -10.9935], [6.5257, -15.0418, -6.6085], [11.9758, -18.1532, -7.5537], [14.1446, -19.1090, -4.9193], [9.5906, -22.4164, -8.3716], [15.0428, -18.2120, -9.4364], [12.0096, -22.1476, -3.8962], [11.4397, -10.4193, -3.1067], [12.6677, -17.7554, -3.3695], [15.2879, -23.0769, -7.4293], [8.3511, -16.8562, -5.8052], [13.4198, -22.5275, -8.4252], [10.8282, -11.2528, -2.7542], [6.7718, -24.7081, -1.3681], [12.9464, -19.3004, -9.8487], [9.3570, -12.0380, -1.0624], [5.7956, -14.9266, -9.1857], [14.3239, -20.1419, -4.5334], [10.7826, -20.2642, -10.2242], [16.1350, -22.8430, -6.4114], [9.6205, -22.9433, 1.4202], [14.1147, -22.3324, -7.6132], [7.7402, -24.5213, 0.9046], [12.5066, -21.9617, -1.8239], [13.6863, -22.3755, -3.5357], [10.0093, -13.4983, -2.9173], [10.1857, -10.9994, -1.5486], [13.7949, -18.5045, -9.0428], [11.6203, -19.4881, -9.4759], [11.9771, -22.8328, -1.5759], [9.3744, -19.4706, -7.4824], [8.6913, -14.0869, -1.3937], [10.8101, -12.4726, -3.4451], [13.2934, -17.9204, -7.8614], [11.2958, -19.8241, -2.1588], [15.7843, -21.8692, -5.4458], [8.8151, -21.3059, -8.1047], [9.9005, -24.7484, -8.6804], [6.9552, -15.9907, -7.4690], [9.6231, -22.2741, -0.5802], [8.1974, -18.8167, -10.0593], [8.1433, -18.0039, -7.9276], [11.5475, -20.9226, -1.4247], [13.3927, -22.0574, -1.2085], [10.2940, -20.4027, 0.2056], [13.1175, -20.3869, -3.6070], [11.1125, -18.9884, -8.2767], [15.1962, -20.0871, -3.8972], [11.0208, -15.1405, -4.2867], [6.5566, -15.8927, -8.8099], [6.5943, -16.8085, -10.9288], [6.7171, -20.5172, -7.4304], [7.4971, -21.5673, -7.8694], [11.4450, -12.5661, -4.2555], [6.9340, -16.8548, -9.6820], [10.8990, -22.3077, -8.4967], [9.2819, -13.2382, -1.7282], [10.7141, -21.2759, -0.2801], [9.5307, -21.6595, -2.5827], [8.6283, -12.0494, 0.6363], [15.5172, -23.8444, -8.2278], [10.2280, -17.2949, -4.3208], [12.3678, -19.4312, -3.1324], [11.4569, -21.5501, 0.4990], [12.8336, -20.7571, -6.7193], [14.0874, -17.1474, -7.1290], [9.9478, -18.8656, -2.0174], [8.1053, -23.9399, 0.1096], [9.5782, -19.7576, -5.3487], [10.2768, -9.9760, -1.0983], [7.8037, -16.9917, -7.0580], [9.1743, -15.7336, -3.1619], [16.4109, -21.6181, -4.6139], [12.8244, -21.8221, -3.2824], [7.7214, -23.9312, -8.3677], [11.4417, -17.4561, -6.4650]], "mulliken_charge": [0.389, -0.670, 1.388, -0.282, 0.816, 0.447, -0.716, -0.035, -0.624, -0.826, -0.287, 0.326, -0.176, 0.464, -0.336, -0.294, 0.281, 0.195, -0.469, -0.324, 0.215, 0.359, -0.263, -0.591, 0.223, 0.600, -0.456, 0.423, 0.108, -0.039, -0.277, -0.553, -0.336, -0.844, 0.351, -0.674, 0.451, -0.767, 0.645, 0.246, -0.347, 0.734, 0.522, 0.559, 0.225, 0.481, -0.587, 0.075, 0.808, -0.294, 0.606, -0.292, -0.069, 1.334, -0.287, 0.293, 0.154, 0.360, 0.561, 0.103, 0.096, 0.296, -0.737, 0.553, -0.276, -0.345, 0.233, 0.552, 0.103, -0.101, -0.312, -2.148, 0.274, -0.153, 0.316, 0.590, -0.054, 0.537, 0.439, -0.379, -0.098, -0.557, -0.486, 0.352, -0.435, -0.664, 0.459, -0.694, 0.660, -0.054], "homo_energy_ha": [-0.4076, -0.4076], "s_squared": 6.004, "total_charge": 1, "spin_multiplicity": 5}